#1
{
  "formula": "C3H7N3O",
  "method": "ωB97M-V with the def2-TZVPD basis set",
  "homo_lumo_gap_ev": 9.682,
  "lumo_energy_ev": 1.03,
  "species": ["C", "N", "C", "N", "C", "O", "N", "H", "H", "H", "H", "H", "H", "H"],
  "xyz": [[1.88, 0.93, -0.57], [1.83, -0.50, -0.78], [1.19, -1.34, -0.19], [0.51, -2.28, 0.25], [-1.36, 0.27, 0.25], [-1.92, -0.90, 0.50], [-2.32, 1.20, 0.28], [2.60, 1.17, 0.22], [0.89, 1.29, -0.29], [2.22, 1.41, -1.49], [-1.20, -1.57, 0.45], [0.95, -2.82, 0.99], [-2.08, 2.16, 0.09], [-3.29, 0.98, 0.46]],
  "lowdin_charge": [-0.11, 0.05, -0.30, 0.10, -0.24, -0.03, 0.06, 0.08, 0.03, 0.07, 0.02, 0.08, 0.08, 0.10]
}



#2
{
  "formula": "C3H7N3O",
  "method": "ωB97M-V with the def2-TZVPD basis set",
  "homo_lumo_gap_ev": 9.208,
  "lumo_energy_ev": 0.90,
  "smiles": "CN/C=N/C=N/O",
  "species": ["C", "N", "C", "N", "C", "N", "O", "H", "H", "H", "H", "H", "H", "H"],
  "xyz": [[1.41, 0.50, 2.22], [0.59, -0.46, 1.42], [-0.19, -0.11, 0.38], [-0.95, -0.92, -0.27], [-1.37, -0.61, -1.52], [-0.63, -0.03, -2.34], [-1.21, 0.32, -3.55], [2.14, -0.08, 2.76], [1.76, 1.33, 1.57], [0.85, 0.93, 3.04], [0.33, -1.30, 1.96], [-0.04, 0.87, -0.02], [-2.33, -1.07, -1.76], [-0.36, 0.63, -3.90]],
  "lowdin_charge": [-0.07, -0.03, -0.24, 0.04, -0.29, -0.04, -0.06, 0.07, 0.10, 0.06, 0.14, 0.12, 0.12, 0.09]
}



Relative stability in hartree, measured from the most stable structure: #1 0.0000; #2 0.0252



#1
{
  "formula": "C3H7N3O",
  "method": "ωB97M-V with the def2-TZVPD basis set",
  "homo_lumo_gap_ev": 10.923,
  "lumo_energy_ev": 0.97,
  "smiles": "[H]/N=C/NC(=O)NC",
  "species": ["H", "N", "C", "N", "C", "O", "N", "C", "H", "H", "H", "H", "H", "H"],
  "xyz": [[0.94, -3.04, -0.64], [1.20, -2.06, -0.70], [0.37, -1.43, -1.42], [0.50, -0.01, -1.54], [-0.43, 0.49, -0.58], [-1.61, 0.21, -0.66], [0.12, 1.18, 0.47], [-0.64, 1.27, 1.70], [-0.51, -1.83, -1.91], [1.46, 0.23, -1.32], [1.13, 1.15, 0.57], [-1.68, 1.05, 1.45], [-0.57, 2.26, 2.15], [-0.29, 0.52, 2.43]],
  "lowdin_charge": [0.05, 0.11, -0.28, 0.07, -0.57, 0.06, 0.02, -0.07, 0.13, 0.11, 0.13, 0.08, 0.08, 0.09]
}



#2
{
  "formula": "C3H7N3O",
  "method": "ωB97M-V with the def2-TZVPD basis set",
  "homo_lumo_gap_ev": [8.065, 9.331],
  "lumo_energy_ev": [0.54, 0.94],
  "smiles": "CC(/C=N\\N)=N/O",
  "species": ["C", "C", "C", "N", "N", "N", "O", "H", "H", "H", "H", "H", "H", "H"],
  "xyz": [[-1.96, 0.55, 0.24], [-0.57, 0.14, -0.11], [0.41, 0.77, -0.77], [1.64, 0.10, -0.57], [2.30, 0.42, 0.54], [-0.08, -1.12, 0.30], [-0.18, -2.01, -0.81], [-2.14, 1.61, 0.03], [-2.69, -0.05, -0.31], [-2.13, 0.36, 1.31], [0.38, 1.60, -1.47], [1.76, 0.68, 1.36], [3.08, -0.20, 0.72], [0.19, -2.83, -0.45]],
  "lowdin_charge": [-0.05, -0.38, -0.11, -0.07, 0.01, 0.03, -0.05, 0.08, 0.08, 0.08, 0.11, 0.10, 0.09, 0.09]
}



Relative stability in hartree, measured from the most stable structure: #1 0.0000; #2 0.2122



#1
{
  "formula": "C3H7N3O",
  "method": "ωB97M-V with the def2-TZVPD basis set",
  "homo_lumo_gap_ev": [7.606, 7.818],
  "lumo_energy_ev": [0.03, 0.55],
  "species": ["C", "C", "N", "C", "O", "N", "N", "H", "H", "H", "H", "H", "H", "H"],
  "xyz": [[-0.24, 0.36, -1.15], [-0.76, -0.61, -0.09], [1.82, -0.50, 0.23], [0.29, 1.15, 0.11], [-1.73, -1.56, -0.18], [1.55, 0.74, 0.63], [-0.78, 0.39, 0.88], [-2.58, -1.19, 0.12], [2.50, -0.91, 0.87], [0.81, -1.11, 0.08], [-0.62, 0.17, 1.87], [0.57, -0.01, -1.78], [-1.01, 0.85, -1.75], [0.16, 2.23, 0.17]],
  "lowdin_charge": [-0.05, -0.45, -0.03, -0.33, 0.04, -0.05, 0.08, 0.11, 0.09, 0.13, 0.13, 0.10, 0.11, 0.12]
}



#2
{
  "formula": "C3H7N3O",
  "method": "ωB97M-V with the def2-TZVPD basis set",
  "homo_lumo_gap_ev": 10.765,
  "lumo_energy_ev": 0.87,
  "smiles": "[H]/N=C/NC(=O)NC",
  "species": ["H", "N", "C", "N", "C", "O", "N", "C", "H", "H", "H", "H", "H", "H"],
  "xyz": [[1.00, 2.72, -2.29], [1.26, 2.16, -1.48], [0.27, 2.03, -0.70], [0.41, 1.27, 0.47], [-0.48, 0.17, 0.54], [-1.67, 0.29, 0.36], [0.15, -1.03, 0.76], [-0.55, -2.27, 0.52], [-0.73, 2.45, -0.83], [1.39, 1.04, 0.61], [1.16, -1.05, 0.69], [-1.47, -2.06, -0.03], [-0.81, -2.79, 1.45], [0.07, -2.94, -0.08]],
  "lowdin_charge": [0.04, 0.09, -0.28, 0.07, -0.56, 0.06, 0.01, -0.07, 0.13, 0.12, 0.13, 0.08, 0.08, 0.08]
}



#3
{
  "formula": "C3H7N3O",
  "method": "ωB97M-V with the def2-TZVPD basis set",
  "homo_lumo_gap_ev": 9.542,
  "lumo_energy_ev": 0.24,
  "smiles": "CN/N=N\\C(C)=O",
  "species": ["C", "N", "N", "N", "C", "C", "O", "H", "H", "H", "H", "H", "H", "H"],
  "xyz": [[0.93, -2.40, 0.27], [0.33, -1.13, -0.05], [1.18, -0.16, -0.60], [0.66, 0.93, -0.88], [-0.68, 1.14, -0.47], [-0.83, 2.38, 0.36], [-1.64, 0.48, -0.84], [1.60, -2.27, 1.12], [1.49, -2.77, -0.60], [0.14, -3.11, 0.52], [-0.58, -1.17, -0.52], [-0.43, 3.24, -0.19], [-0.29, 2.26, 1.30], [-1.89, 2.56, 0.57]],
  "lowdin_charge": [-0.10, -0.11, 0.03, 0.05, -0.50, -0.01, 0.06, 0.08, 0.07, 0.08, 0.11, 0.09, 0.09, 0.08]
}



#4
{
  "formula": "C3H7N3O",
  "method": "ωB97M-V with the def2-TZVPD basis set",
  "homo_lumo_gap_ev": 10.064,
  "lumo_energy_ev": 0.86,
  "species": ["C", "N", "C", "O", "N", "C", "N", "H", "H", "H", "H", "H", "H", "H"],
  "xyz": [[2.20, 0.83, 0.10], [1.47, -0.39, 0.31], [0.25, -0.68, -0.02], [0.12, -1.98, 0.06], [-0.78, 0.17, -0.33], [-2.11, -0.19, -0.55], [-2.98, 0.71, -0.76], [1.81, 1.66, 0.70], [2.21, 1.10, -0.97], [3.23, 0.62, 0.41], [1.27, -1.77, 0.44], [-0.59, 1.17, -0.28], [-2.27, -1.27, -0.50], [-3.89, 0.28, -0.90]],
  "lowdin_charge": [-0.12, -0.04, -0.55, 0.00, 0.12, -0.27, 0.08, 0.08, 0.08, 0.08, 0.22, 0.15, 0.13, 0.04]
}



Relative stability in hartree, measured from the most stable structure: #1 0.1802; #2 0.0000; #3 0.0869; #4 0.0624



#1
{
  "formula": "C3H7N3O",
  "method": "ωB97M-V with the def2-TZVPD basis set",
  "homo_lumo_gap_ev": 9.970,
  "lumo_energy_ev": 0.91,
  "smiles": "C/N=C(/N)C(N)=O",
  "species": ["C", "N", "C", "N", "C", "N", "O", "H", "H", "H", "H", "H", "H", "H"],
  "xyz": [[-1.04, 1.23, -1.03], [-0.68, 1.03, 0.36], [0.02, 0.07, 0.81], [0.30, -0.04, 2.15], [0.70, -1.12, 0.09], [0.91, -1.05, -1.25], [1.03, -2.10, 0.74], [-1.96, 1.82, -1.03], [-1.22, 0.32, -1.61], [-0.29, 1.84, -1.56], [0.59, -0.95, 2.47], [-0.26, 0.52, 2.77], [0.90, -0.18, -1.75], [1.46, -1.81, -1.62]],
  "lowdin_charge": [-0.16, 0.02, -0.36, 0.12, -0.45, 0.17, 0.05, 0.07, 0.07, 0.08, 0.09, 0.10, 0.09, 0.12]
}



#2
{
  "formula": "C3H7N3O",
  "method": "ωB97M-V with the def2-TZVPD basis set",
  "homo_lumo_gap_ev": 8.619,
  "lumo_energy_ev": 0.56,
  "smiles": "C/N=C(\\N)C(N)=O",
  "species": ["C", "N", "C", "N", "C", "N", "O", "H", "H", "H", "H", "H", "H", "H"],
  "xyz": [[0.44, -0.27, -1.87], [0.89, 0.14, -0.57], [0.08, 0.63, 0.29], [-0.62, 1.78, 0.28], [-0.36, -0.31, 1.41], [0.36, -1.45, 1.41], [-1.35, -0.07, 2.09], [0.22, 0.51, -2.61], [-0.51, -0.80, -1.69], [1.15, -0.98, -2.29], [-1.22, 1.95, 1.08], [-0.33, 2.55, -0.31], [1.11, -1.50, 0.73], [0.14, -2.19, 2.05]],
  "lowdin_charge": [-0.15, -0.04, -0.38, 0.19, -0.48, 0.17, 0.04, 0.06, 0.08, 0.07, 0.10, 0.12, 0.10, 0.11]
}



Relative stability in hartree, measured from the most stable structure: #1 0.0000; #2 0.0353